9
Properties=species:S:1:pos:R:3:forces:R:3:lowdin_charge:R:1 method="wB97M-V/def2-TZVPD" e_homo_ev=-3.08 max_force_ha_per_bohr=0.0617 spin_multiplicity=1 e_lumo_ev=3.86 total_charge=-1
C 1.1015 -0.5387 -1.3361 1.13 -0.66 1.12 -0.5683
C 1.0291 -0.3544 0.0587 -1.08 0.93 2.35 -0.2148
C -1.4824 0.8870 0.8142 -0.32 3.00 0.96 -0.6413
O 0.7542 -0.4934 -2.4680 -0.52 -0.29 -1.39 0.0653
O 2.3089 -0.4703 -0.7161 0.42 0.09 -0.91 0.0074
O -1.6861 2.0702 0.7318 0.34 -1.75 -0.72 0.1304
F 0.9434 -1.4580 0.9839 -0.13 -0.01 -1.30 -0.1228
F -1.0649 0.3794 1.9408 0.04 -0.90 0.11 0.1559
F -1.9037 -0.0218 -0.0092 0.11 -0.41 -0.22 0.1882